Entry from the OMol25 dataset: the molecule C5H9NO2 in a non-equilibrium geometry (wB97M-V/def2-TZVPD).

Kohn-Sham gap	10.11	eV
energy relative to the best compared isomer or geometry (same formula, charge and spin)	193.4	kJ/mol
calculated total energy	-401.10308	Ha

Geometry as ORCA input:
```
! wB97M-V def2-TZVPD RIJCOSX def2/J DEFGRID3
* xyz 0 1
C 0.204 -1.687 -1.703
N 0.008 -0.316 -1.311
C 0.133 -0.062 0.097
C 1.580 0.261 0.444
O 2.009 0.112 1.558
C -0.642 1.225 0.521
C -1.176 1.064 1.930
O -2.320 1.358 2.172
H 0.974 -2.175 -1.105
H -0.673 -2.334 -1.597
H 0.646 -1.730 -2.689
H -0.674 0.252 -1.773
H -0.246 -0.912 0.672
H 2.110 0.764 -0.386
H 0.056 2.019 0.558
H -1.496 1.407 -0.118
H -0.493 0.753 2.731
*
```

Calculated atomic charges, method Löwdin, unit e:
1 C -0.12
2 N -0.10
3 C -0.34
4 C -0.23
5 O 0.06
6 C -0.08
7 C -0.24
8 O 0.05
9 H 0.08
10 H 0.08
11 H 0.07
12 H 0.11
13 H 0.15
14 H 0.14
15 H 0.11
16 H 0.12
17 H 0.13